Formula: C18H16Cl2IrN4PS3
Source: OMol25
Level of theory: ωB97M-V with the def2-TZVPD basis set

The geometry in ORCA input format:
```
! RIJCOSX wB97M-V def2-TZVPD def2/J DEFGRID3
* xyz 0 1
Ir -0.470 1.152 -0.225
Cl 0.622 -0.374 1.460
C -0.683 -0.928 2.491
C -0.312 -1.622 3.627
C -1.297 -2.100 4.470
C -2.628 -1.865 4.162
C -2.970 -1.160 3.023
Cl -4.646 -0.895 2.697
C -2.004 -0.661 2.129
S -2.517 0.173 0.685
H 0.735 -1.781 3.848
H -1.032 -2.647 5.363
H -3.415 -2.224 4.812
S -1.631 1.897 -2.275
C -1.316 0.255 -2.615
N -0.623 -0.404 -1.729
C -0.473 -1.744 -2.042
C 0.192 -2.709 -1.293
C 0.249 -4.001 -1.780
C -0.345 -4.336 -2.998
C -1.011 -3.385 -3.750
C -1.073 -2.087 -3.261
S -1.847 -0.690 -3.972
H 0.639 -2.441 -0.346
H 0.757 -4.764 -1.207
H -0.288 -5.355 -3.358
H -1.476 -3.649 -4.690
C 1.963 1.736 -2.921
P 1.626 1.926 -1.146
C 1.936 3.692 -0.849
C 3.067 1.136 -0.360
H 2.935 2.174 -3.147
H 1.188 2.243 -3.495
H 1.964 0.681 -3.195
H 2.960 3.942 -1.129
H 1.776 3.914 0.205
H 1.238 4.294 -1.431
H 3.984 1.570 -0.758
H 3.064 0.061 -0.541
H 3.026 1.311 0.716
N -0.498 2.757 0.990
C -0.512 3.494 1.897
N -0.536 4.412 2.750
C -0.277 4.446 4.032
N -0.041 4.556 5.160
*
```

Electronic energy = -3475.2613 Eh
Energy relative to the best compared isomer or geometry (same formula, charge and spin) = 1.047 eV
HOMO level = -0.2903 Eh

Partial charges, Mulliken, in e: 0.39 -0.25 0.75 -0.73 -0.44 -0.70 0.28 -0.21 0.00 -0.37 0.41 0.37 0.42 -0.35 0.31 0.52 -0.61 -0.42 -0.72 -0.53 -0.50 1.05 -0.24 0.33 0.40 0.38 0.40 -1.23 0.77 -1.30 -1.42 0.43 0.35 0.33 0.45 0.32 0.35 0.48 0.33 0.35 -0.07 0.63 -0.69 0.48 -0.53